{
  "formula": "C23H59O9",
  "method": "ωB97M-V/def2-TZVPD",
  "species": ["C", "C", "O", "O", "H", "H", "H", "C", "C", "C", "O", "H", "H", "H", "H", "H", "H", "H", "H", "C", "C", "C", "O", "H", "H", "H", "H", "H", "H", "H", "H", "C", "C", "C", "O", "H", "H", "H", "H", "H", "H", "H", "H", "C", "C", "C", "O", "H", "H", "H", "H", "H", "H", "H", "H", "C", "C", "C", "O", "H", "H", "H", "H", "H", "H", "H", "H", "C", "C", "C", "O", "H", "H", "H", "H", "H", "H", "H", "H", "C", "C", "C", "O", "H", "H", "H", "H", "H", "H", "H", "H"],
  "xyz": [[-6.398, 34.644, 9.241], [-5.772, 33.466, 9.876], [-6.141, 33.262, 11.014], [-4.888, 32.826, 9.245], [-7.049, 35.227, 9.964], [-6.969, 34.276, 8.354], [-5.570, 35.329, 9.046], [-9.781, 30.910, 10.309], [-9.203, 32.296, 10.532], [-10.215, 33.374, 10.091], [-8.716, 32.565, 11.617], [-10.893, 30.957, 10.472], [-9.318, 30.157, 10.911], [-9.679, 30.676, 9.247], [-8.276, 32.414, 9.924], [-10.667, 33.091, 9.083], [-9.815, 34.387, 10.125], [-11.139, 33.267, 10.747], [-7.788, 32.770, 11.415], [-8.074, 31.738, 7.238], [-8.522, 32.352, 5.906], [-8.740, 33.859, 5.814], [-7.831, 32.132, 4.871], [-8.146, 30.656, 7.255], [-8.828, 32.033, 7.958], [-7.089, 32.129, 7.458], [-9.551, 32.019, 5.704], [-7.795, 34.453, 6.029], [-9.526, 34.086, 6.506], [-9.160, 34.162, 4.834], [-8.255, 32.343, 4.038], [-3.085, 32.991, 5.744], [-4.540, 33.355, 6.006], [-4.750, 34.853, 6.202], [-5.282, 33.022, 5.049], [-2.961, 32.045, 6.207], [-2.479, 33.705, 6.295], [-2.781, 32.696, 4.721], [-4.890, 32.824, 6.884], [-5.802, 35.026, 6.464], [-4.459, 35.372, 5.270], [-4.204, 35.225, 7.036], [-6.199, 33.085, 5.262], [-0.971, 29.878, 10.197], [-2.394, 29.960, 9.631], [-2.440, 30.022, 8.092], [-3.106, 28.972, 9.943], [-0.558, 28.924, 9.947], [-1.025, 30.033, 11.263], [-0.358, 30.626, 9.723], [-2.767, 30.854, 10.016], [-3.465, 29.925, 7.744], [-1.892, 29.227, 7.593], [-2.119, 30.959, 7.743], [-4.009, 29.198, 9.732], [-3.192, 32.910, 14.881], [-3.852, 32.867, 13.476], [-3.527, 31.545, 12.794], [-5.043, 33.033, 13.444], [-3.606, 32.277, 15.600], [-3.412, 33.935, 15.225], [-2.099, 32.756, 14.783], [-3.425, 33.658, 12.831], [-3.938, 30.622, 13.295], [-2.445, 31.465, 12.623], [-3.945, 31.483, 11.758], [-5.349, 33.249, 12.539], [-2.297, 35.295, 9.237], [-2.056, 33.795, 9.263], [-0.653, 33.436, 8.841], [-2.385, 33.164, 10.247], [-3.293, 35.525, 9.295], [-2.039, 35.602, 8.275], [-1.783, 35.758, 10.021], [-2.727, 33.412, 8.429], [-0.461, 33.953, 7.873], [-0.568, 32.359, 8.735], [0.055, 33.858, 9.554], [-3.335, 32.909, 10.101], [-7.275, 28.530, 9.466], [-6.574, 29.803, 9.924], [-6.292, 29.607, 11.375], [-5.567, 30.106, 9.262], [-6.608, 27.709, 9.456], [-7.652, 28.690, 8.430], [-8.130, 28.277, 10.136], [-7.214, 30.641, 9.805], [-5.503, 28.830, 11.601], [-7.250, 29.326, 11.864], [-6.061, 30.522, 11.890], [-5.470, 31.056, 9.415]],
  "forces_ev_per_a": [[-1.1131, 1.3903, -0.2578], [0.8725, 0.5586, -1.5025], [-0.8376, -1.4441, 3.1753], [-0.2310, -0.3510, 0.0702], [0.4311, -1.0733, -0.8807], [0.5424, 0.8815, 0.4129], [-0.2022, -0.0240, -0.8550], [-1.8269, 0.5882, -0.6877], [-2.4430, -0.7133, -9.7654], [-2.2675, -1.4102, -0.8284], [3.9650, 1.8693, 10.9289], [0.8871, -0.3384, 0.2411], [0.2305, -0.4079, 0.3818], [0.0735, -0.3183, 0.1144], [-1.0808, -0.5074, -1.9351], [0.8087, 0.7110, 0.8075], [-0.0441, -0.1096, -0.0905], [1.1752, 0.4350, -0.3188], [0.3899, 0.4005, 1.5480], [-0.5082, 0.7957, -1.1551], [-5.7994, 2.3379, 3.6186], [0.3088, 1.3168, 1.6082], [6.0072, -3.7875, -6.1695], [0.5333, -0.1716, -0.4184], [0.2544, 0.4987, 0.2381], [0.3320, -0.2808, 0.5464], [-0.4017, -0.6682, 0.5790], [-1.2104, -0.5812, -0.2372], [-0.3123, 0.8553, 0.8095], [0.5051, -0.4100, 0.2497], [-0.0909, 0.0958, 0.1677], [-0.0995, -0.4431, 0.1938], [3.5192, 2.6374, 4.7673], [0.0582, 0.1915, 0.0919], [-3.7333, -2.9792, -7.5453], [0.3978, -0.8948, 0.8378], [0.5650, -0.0643, -0.5432], [-0.3738, 1.2554, 0.0934], [0.5417, 0.0984, 0.9884], [0.1567, 0.1187, -0.3993], [-0.2428, -0.1039, 0.4287], [0.7071, 0.5191, 0.6570], [-0.9477, -0.2502, -0.1163], [-0.9222, 0.0987, -0.6322], [4.8274, 4.0535, -3.4857], [0.0284, 0.0325, 0.0846], [-3.8150, -6.9148, 3.4653], [0.3772, -0.8545, 0.0452], [0.2370, -0.0390, 0.3969], [0.2755, 0.3735, 0.0835], [-0.7752, 1.8806, 0.4494], [-0.3067, -0.0061, 0.1922], [0.3602, -0.1933, 0.1933], [0.7645, 1.2940, -0.6753], [-0.8860, -0.1154, -0.0921], [0.5152, 2.3085, -1.7369], [11.1923, -2.4162, -0.6827], [0.9003, -1.5640, -1.1928], [-13.1279, 2.3728, 0.9433], [-0.7755, -1.4632, 0.8910], [0.4512, -0.1858, 0.2137], [-0.6163, 0.1192, 0.1720], [1.4038, -0.0165, 0.3278], [0.4958, 1.0300, -0.0421], [-0.0513, -0.3446, 0.2608], [0.0390, 0.3812, 0.7699], [-0.3902, -0.3742, 0.3262], [1.0874, -1.6100, 0.0606], [1.4651, 3.7599, -10.1867], [0.4285, 1.3292, -1.0554], [-4.0183, -5.3788, 9.7515], [-2.7703, 0.3626, 0.5984], [0.9961, 1.0432, -1.5192], [1.0341, 1.0740, 1.0743], [0.7734, 0.6054, -0.1993], [0.1483, -0.5750, 0.4246], [0.2271, 0.0791, 0.0125], [0.2710, -0.2988, 0.2077], [0.4784, -0.0296, 0.7530], [-1.6484, 0.9569, -0.9965], [-6.7613, -3.1674, 4.6038], [-0.6025, -0.7710, 2.2016], [7.7426, 1.7577, -5.2075], [0.8724, -0.9162, 0.0090], [0.1192, -0.3515, 0.5468], [0.5939, 0.2388, -0.5936], [-1.9067, 0.5657, 0.4377], [-0.7892, 0.7564, -0.3975], [0.5687, -0.2484, -0.0645], [0.6294, 0.5324, 0.0484], [1.3635, 0.6055, -0.6343]],
  "lowdin_charge": [0.009, -0.713, -0.005, -0.039, 0.107, 0.077, 0.070, -0.030, -0.707, -0.040, 0.040, 0.091, 0.057, 0.063, 0.104, 0.081, 0.068, 0.090, 0.076, 0.016, -0.601, -0.041, -0.006, 0.083, 0.049, 0.075, 0.135, 0.084, 0.061, 0.089, 0.130, -0.011, -0.616, -0.027, 0.009, 0.035, 0.065, 0.095, 0.117, 0.051, 0.098, 0.042, 0.047, -0.009, -0.613, -0.014, 0.009, 0.068, 0.068, 0.053, 0.082, 0.077, 0.083, 0.028, 0.060, -0.028, -0.692, -0.050, 0.027, 0.044, 0.075, 0.083, 0.141, 0.102, 0.070, 0.059, 0.080, -0.014, -0.695, -0.027, 0.016, 0.030, 0.057, 0.069, 0.125, 0.084, 0.050, 0.081, 0.085, -0.027, -0.664, -0.033, 0.018, 0.065, 0.078, 0.083, 0.100, 0.113, 0.084, 0.057, 0.084],
  "de_lowest_kcal_mol": 15.3,
  "total_charge": -1
}

=====

{
  "formula": "CH3OP",
  "method": "ωB97M-V/def2-TZVPD",
  "species": ["C", "O", "P", "H", "H", "H"],
  "xyz": [[-0.194, 0.077, -0.460], [1.391, 0.989, -0.042], [1.460, -0.573, -0.086], [-0.849, 0.622, 0.228], [-0.400, 0.352, -1.613], [1.108, -0.639, 1.303]],
  "forces_ev_per_a": [[1.4680, 2.6893, -2.4235], [-1.9467, 1.2836, -1.7497], [-0.5914, -1.4409, 1.3286], [0.2515, -0.6796, -0.0667], [0.5494, -0.6754, 2.8379], [0.2692, -1.1770, 0.0734]],
  "lowdin_charge": [-0.197, -0.530, 0.675, 0.038, 0.085, -0.071],
  "de_lowest_kcal_mol": 57.0
}

=====

{
  "formula": "C5H17NSi2",
  "method": "ωB97M-V/def2-TZVPD",
  "species": ["C", "C", "C", "C", "C", "N", "Si", "Si", "H", "H", "H", "H", "H", "H", "H", "H", "H", "H", "H", "H", "H", "H", "H", "H", "H"],
  "xyz": [[0.017, 2.457, -0.820], [1.751, -1.469, 1.811], [0.112, -2.124, -1.255], [0.400, 1.190, -1.601], [1.883, -0.321, 0.666], [-1.346, -0.021, 1.041], [-2.938, 0.237, 0.652], [0.421, -0.408, -0.558], [-1.017, 2.666, -0.671], [0.545, 2.534, 0.091], [0.335, 3.270, -1.403], [1.942, -0.922, 2.650], [0.735, -1.710, 1.864], [2.492, -2.296, 1.856], [-0.974, -2.264, -1.195], [0.344, -2.195, -2.362], [0.541, -2.950, -0.749], [1.397, 1.482, -1.982], [-0.379, 1.103, -2.390], [2.814, -0.603, 0.160], [2.066, 0.712, 1.032], [-0.856, 0.630, 1.484], [-3.721, -0.495, 1.598], [-2.948, -0.046, -0.858], [-3.616, 1.545, 0.940]],
  "forces_ev_per_a": [[-0.0148, -0.6235, -0.2447], [1.0279, 1.2511, -2.1491], [-0.9929, 1.1681, -1.9025], [-0.9547, -0.1406, -0.0325], [0.2368, -1.6376, -0.0692], [1.8219, -3.6800, -4.1640], [-0.4236, 0.6705, -1.1690], [-1.1743, 1.1196, 2.6135], [-0.9293, -0.5149, 0.3529], [0.4412, 0.0507, 1.2471], [0.6157, 1.3037, -0.8671], [0.4443, 1.2346, 2.7398], [-1.3613, -1.1478, 0.1657], [-0.7406, 0.4440, -0.8171], [0.0485, 0.0109, -0.0233], [-0.0465, 0.1534, 1.2288], [0.7215, -0.5508, 0.6597], [-0.4029, -0.9621, -0.3518], [0.9081, -0.1217, -0.0364], [-0.1166, 0.3283, -0.5135], [-0.3485, -0.7450, 0.1352], [2.4526, 3.3630, 2.7687], [-0.9236, -1.1806, 0.1348], [-0.7592, -0.0855, 0.7329], [0.4702, 0.2922, -0.4392]],
  "lowdin_charge": [-0.177, -0.129, -0.183, -0.318, -0.294, -0.254, 0.347, 0.782, 0.056, 0.047, 0.049, 0.017, 0.016, 0.083, 0.024, 0.054, 0.012, 0.079, 0.075, 0.056, 0.067, -0.115, -0.120, -0.071, -0.106],
  "de_lowest_kcal_mol": 0.0
}

=====

{
  "formula": "C5H14NO2",
  "method": "ωB97M-V/def2-TZVPD",
  "species": ["C", "C", "C", "C", "N", "C", "H", "H", "H", "H", "H", "H", "H", "H", "H", "H", "H", "H", "O", "H", "H", "O"],
  "xyz": [[-3.610, 0.188, -0.173], [-2.151, -0.168, 0.466], [-1.168, 0.966, 0.290], [0.211, 0.955, 0.522], [1.198, 1.461, -0.248], [1.759, 0.274, -1.029], [-3.819, 1.236, -0.327], [-4.525, -0.324, 0.269], [-3.516, -0.250, -1.229], [-1.912, -1.087, -0.068], [-2.388, -0.522, 1.626], [-1.611, 1.774, -0.340], [0.611, 0.162, 1.203], [0.874, 2.182, -0.926], [2.903, 0.080, -0.946], [1.470, 0.639, -2.015], [3.426, -0.114, 2.281], [2.736, 0.201, 1.064], [2.890, -0.626, 1.566], [0.853, -1.471, -1.082], [0.823, -3.043, -0.892], [0.290, -2.246, -1.234]],
  "forces_ev_per_a": [[0.7410, -1.8486, -1.4592], [-3.0150, 0.1624, 2.9662], [0.7307, 0.8413, -0.9349], [-2.7149, -1.5385, 3.6825], [-1.1495, -3.1136, -2.9539], [3.1335, 4.8840, -0.7029], [0.0729, 0.3742, 0.4044], [1.5654, 0.6342, -0.1221], [-0.4459, 0.6916, 1.2950], [0.9340, -0.0207, 0.1857], [1.1897, 1.0371, -2.7299], [0.6970, -0.4758, 0.3760], [-0.5166, 0.4448, -0.7004], [-0.0307, -0.5124, 0.5578], [-2.1189, -0.7944, 0.3483], [0.7811, -0.8361, -0.6576], [-1.0479, -2.0606, -1.0803], [-0.0952, -0.8290, -0.0908], [1.3718, 2.9559, 1.4740], [0.1803, -0.2112, 0.1601], [-1.0957, 1.8509, -0.7322], [0.8329, -1.6358, 0.7142]],
  "lowdin_charge": [-0.094, -0.199, 0.003, -0.157, 0.099, 0.134, 0.049, 0.095, 0.091, 0.090, 0.183, 0.130, 0.145, 0.165, 0.152, 0.091, 0.118, -0.021, -0.093, -0.037, 0.112, -0.056],
  "de_lowest_kcal_mol": 209.6,
  "total_charge": 1
}

=====

{
  "formula": "C22H26AsN6O10PS2Ti",
  "method": "ωB97M-V/def2-TZVPD",
  "species": ["Ti", "C", "C", "N", "N", "C", "N", "S", "C", "C", "C", "C", "C", "N", "H", "H", "H", "H", "H", "H", "H", "H", "H", "O", "C", "O", "C", "C", "N", "N", "C", "C", "O", "O", "H", "H", "H", "O", "As", "O", "O", "C", "C", "C", "C", "C", "C", "S", "O", "O", "O", "H", "H", "H", "H", "H", "C", "P", "C", "C", "H", "H", "H", "H", "H", "H", "H", "H", "H"],
  "xyz": [[0.135, 0.410, -0.326], [2.062, -0.432, 3.854], [1.897, -0.102, 2.402], [0.753, -0.072, 1.817], [-0.349, -0.283, 2.634], [-1.198, -1.098, 2.085], [-2.299, -1.453, 2.791], [-0.983, -1.769, 0.495], [3.100, 0.195, 1.603], [4.379, 0.070, 2.136], [5.468, 0.396, 1.345], [5.245, 0.851, 0.058], [3.935, 0.946, -0.387], [2.886, 0.615, 0.358], [1.098, -0.531, 4.335], [2.642, 0.346, 4.353], [2.610, -1.372, 3.958], [-2.519, -0.857, 3.574], [-3.083, -1.764, 2.243], [4.526, -0.276, 3.148], [6.473, 0.302, 1.733], [6.060, 1.130, -0.595], [3.729, 1.323, -1.381], [3.811, -1.113, -4.721], [3.674, -2.154, -3.917], [4.217, -3.209, -4.127], [2.774, -1.994, -2.739], [2.499, -2.999, -1.833], [1.659, -2.495, -0.920], [1.397, -1.214, -1.155], [2.057, -0.889, -2.247], [1.921, 0.544, -2.638], [2.502, 0.992, -3.615], [1.215, 1.227, -1.802], [3.287, -0.319, -4.432], [2.830, -4.023, -1.817], [1.143, -2.941, -0.168], [-3.881, 0.991, 1.414], [-3.094, 1.614, -0.041], [-3.279, 3.220, -0.041], [-1.485, 1.110, 0.266], [-3.948, 0.479, -1.346], [-5.238, 0.057, -1.056], [-5.934, -0.720, -1.974], [-5.344, -1.078, -3.175], [-4.052, -0.663, -3.465], [-3.364, 0.110, -2.550], [-1.708, 0.648, -2.881], [-1.410, 0.405, -4.257], [-1.679, 2.004, -2.366], [-0.916, -0.260, -1.972], [-4.141, 1.765, 1.930], [-5.697, 0.329, -0.116], [-6.942, -1.040, -1.746], [-5.889, -1.678, -3.891], [-3.566, -0.924, -4.396], [-0.089, 3.993, -0.602], [0.585, 2.803, 0.582], [-0.295, 3.146, 2.135], [2.242, 3.492, 0.908], [0.134, 5.006, -0.259], [-1.168, 3.863, -0.679], [0.360, 3.821, -1.580], [-0.006, 4.127, 2.514], [-0.073, 2.381, 2.879], [-1.365, 3.146, 1.935], [2.132, 4.535, 1.209], [2.842, 3.451, 0.002], [2.752, 2.947, 1.702]],
  "forces_ev_per_a": [[-0.0932, -0.4188, 0.2695], [0.0253, 0.0079, -0.0223], [-0.1376, -0.0544, 0.1753], [-0.0734, 0.2750, -0.1372], [0.0465, -0.1899, 0.0494], [0.0676, 0.0524, -0.0656], [-0.0450, -0.0174, 0.0043], [-0.0492, -0.0323, 0.0499], [0.1007, 0.0396, -0.0689], [0.0023, -0.0182, 0.0284], [0.0142, 0.0079, -0.0093], [-0.0062, -0.0121, 0.0140], [-0.0332, 0.0172, 0.0065], [-0.0065, -0.0331, -0.0148], [-0.0081, -0.0002, -0.0069], [0.0065, -0.0033, -0.0018], [0.0011, 0.0029, 0.0085], [-0.0086, -0.0250, -0.0008], [-0.0038, 0.0274, 0.0300], [-0.0156, -0.0047, 0.0107], [-0.0018, -0.0016, 0.0025], [-0.0021, 0.0023, -0.0013], [0.0108, 0.0008, -0.0022], [-0.0345, 0.2283, -0.0395], [-0.2775, -0.1812, -0.0522], [0.0964, 0.0626, 0.0662], [0.2396, 0.2498, 0.0654], [-0.1386, -0.1756, -0.1469], [-0.0564, 0.0537, 0.2089], [0.0451, -0.0478, -0.0120], [-0.0264, 0.0305, -0.1705], [0.0457, -0.1154, -0.1888], [-0.0260, -0.0519, -0.0434], [-0.0754, 0.1784, 0.0886], [0.1409, -0.1022, 0.1001], [-0.0041, -0.0009, -0.0097], [0.0582, -0.0070, 0.0148], [-0.0470, -0.0379, 0.0467], [-0.1341, -0.1271, -0.1008], [-0.0500, 0.1959, 0.0430], [0.4410, 0.0360, -0.2081], [-0.0820, 0.0077, 0.1758], [-0.0157, -0.0355, -0.0094], [0.0144, 0.0184, 0.0064], [-0.0361, -0.0024, 0.0137], [0.0843, -0.0156, -0.0378], [0.0781, 0.0286, -0.1146], [-0.3507, 0.0265, 0.2236], [0.0480, 0.0517, -0.0290], [0.1039, -0.0921, -0.2164], [0.1860, 0.1429, 0.0220], [-0.0061, 0.0207, 0.0004], [-0.0024, 0.0091, 0.0060], [0.0005, -0.0031, -0.0042], [0.0024, -0.0021, 0.0002], [-0.0104, 0.0031, 0.0026], [-0.0141, -0.0044, -0.0020], [0.0377, 0.0529, 0.0156], [0.0025, 0.0205, 0.0068], [-0.0070, -0.0031, 0.0286], [0.0008, -0.0024, -0.0003], [-0.0266, -0.0049, -0.0183], [-0.0028, -0.0047, -0.0045], [-0.0024, -0.0037, -0.0059], [-0.0128, 0.0038, -0.0062], [-0.0077, -0.0005, 0.0017], [-0.0064, -0.0058, -0.0008], [0.0257, -0.0157, -0.0268], [0.0113, -0.0006, -0.0069]],
  "lowdin_charge": [0.888, -0.012, -0.250, -0.079, -0.010, -0.835, 0.092, 0.758, -0.233, -0.001, -0.040, -0.023, -0.106, 0.083, 0.070, 0.091, 0.096, 0.102, 0.083, 0.108, 0.114, 0.115, 0.115, 0.138, -0.497, 0.108, -0.025, 0.032, 0.046, -0.038, -0.136, -0.546, 0.097, -0.160, 0.080, 0.145, 0.100, -0.242, 0.958, -0.414, -0.599, -0.225, -0.075, -0.064, -0.057, -0.035, -0.256, 0.525, -0.251, -0.317, -0.465, 0.053, 0.102, 0.107, 0.110, 0.119, -0.222, 0.853, -0.224, -0.237, 0.058, 0.017, 0.055, 0.054, 0.033, 0.030, 0.052, 0.046, 0.041],
  "de_lowest_kcal_mol": 4.4
}

=====

The records above give, respectively, gap between HOMO and LUMO values of 8.5 9.5 9.3 5.2 7.7 eV.
The records above give, respectively, electronic energy values of -1588.67952 -456.38555 -834.36929 -403.60727 -6158.09559 a.u..